1.
{"formula": "C2H6FNO", "method": "wB97M-V/def2-TZVPD", "elements": ["C", "C", "N", "O", "F", "H", "H", "H", "H", "H", "H"], "coordinates": [[0.1087, 0.1082, 1.5420], [0.1165, -0.2557, -1.8893], [-0.4660, 1.2617, 0.8574], [0.5061, -1.0796, -0.9304], [-1.8170, 1.2780, 0.5982], [0.1794, -0.7357, 0.8423], [0.8664, 0.4995, 2.0492], [-0.6435, -0.1864, 2.2837], [0.6831, 0.4043, -2.4290], [-0.8534, -0.6103, -2.3989], [1.3198, -0.6840, -0.5253]], "forces_ev_per_a": [[-6.388, -1.120, -1.582], [-4.848, -1.355, -1.395], [1.446, 1.556, -0.739], [2.417, -0.252, 0.794], [0.286, -1.337, 0.665], [0.430, 0.318, 0.709], [3.796, 1.209, 1.640], [0.074, -0.321, 0.201], [1.916, 1.418, -0.721], [1.663, 0.657, 0.984], [-0.792, -0.773, -0.557]], "nbo_charge": [-0.55, -0.08, 0.08, -0.66, -0.24, 0.25, 0.22, 0.21, 0.15, 0.15, 0.48], "total_energy_ha": -309.4214, "orbital_gap_ha": [0.3847, 0.2756], "total_charge": 0, "de_lowest_ev": 6.650}


2.
{"formula": "C2H6FNO2S", "method": "wB97M-V/def2-TZVPD", "elements": ["C", "C", "N", "O", "O", "F", "S", "H", "H", "H", "H", "H", "H"], "coordinates": [[-1.4011, -0.2242, -0.3871], [-1.7814, 0.8931, 0.2578], [-0.9858, -1.4225, 0.1527], [2.5651, 1.2401, 0.5874], [1.4933, 0.1093, -1.3628], [2.3699, -1.3339, 0.4313], [1.3944, 0.1399, 0.0386], [-1.4060, -0.2455, -1.4988], [3.1465, 1.6665, -0.0397], [-1.9612, 0.7476, 1.3602], [-1.9935, 1.8829, -0.1320], [-1.0755, -1.6176, 1.1537], [-0.3645, -1.8357, -0.5613]], "forces_ev_per_a": [[-0.930, 1.260, -0.924], [-0.198, -1.053, 1.778], [-0.089, 0.321, -1.297], [-2.107, -1.417, 0.664], [-0.506, 0.125, -1.790], [-1.412, 2.021, -0.232], [4.247, -0.334, 2.489], [0.383, 0.168, 0.832], [0.171, -0.214, -0.911], [0.487, 0.545, -0.995], [-0.164, -0.530, -0.398], [0.654, -0.089, -0.964], [-0.535, -0.802, 1.748]], "nbo_charge": [-0.01, -0.54, -0.85, -0.91, -0.89, -0.57, 1.83, 0.20, 0.51, 0.18, 0.22, 0.41, 0.41], "total_energy_ha": -783.0243, "orbital_gap_ha": 0.3412, "total_charge": 0, "de_lowest_ev": 0.665}


3.
{"formula": "C2H6FOPS2", "method": "wB97M-V/def2-TZVPD", "elements": ["C", "C", "O", "F", "P", "S", "S", "H", "H", "H", "H", "H", "H"], "coordinates": [[-2.4711, 0.4306, -0.3602], [3.0308, 0.3435, 0.4815], [-3.4151, -0.4704, -0.1268], [-0.2589, -1.6796, -0.9134], [0.3273, -0.2216, -0.4230], [-1.1958, 0.3398, 0.9549], [1.8372, -0.9711, 0.9259], [-1.8856, 0.1868, -1.3035], [-2.7828, 1.5582, -0.5377], [-3.0526, -1.3220, -0.0112], [3.2299, 0.3890, -0.6100], [3.9497, 0.1789, 0.9248], [2.6870, 1.2377, 0.9987]], "forces_ev_per_a": [[2.762, 2.860, -2.107], [-1.371, 0.286, -0.727], [-3.350, 0.668, 0.061], [0.109, 0.645, 0.228], [0.171, -1.079, 0.651], [0.782, 0.028, -0.006], [-0.316, 0.516, -0.675], [-0.692, 0.382, 0.650], [-0.153, -2.547, 0.797], [0.821, -1.510, 0.173], [-0.559, 0.351, 0.729], [1.898, -0.975, 1.035], [-0.103, 0.375, -0.808]], "nbo_charge": [-0.17, -0.74, -0.70, -0.61, 0.90, -0.14, -0.09, 0.16, 0.21, 0.48, 0.23, 0.23, 0.22], "total_energy_ha": -1392.6524, "orbital_gap_ha": 0.3480, "total_charge": 0, "de_lowest_ev": 0.018}


4.
{"formula": "C2H6I2Si", "method": "wB97M-V/def2-TZVPD", "elements": ["C", "C", "Si", "I", "I", "H", "H", "H", "H", "H", "H"], "coordinates": [[-0.4772, 0.0487, -1.6656], [-0.5066, -0.1945, 1.7244], [0.2824, 0.3947, 0.0949], [1.1422, 2.7112, 0.2528], [3.1971, -1.6416, -0.7246], [0.4013, -0.2423, -2.1805], [-1.2407, -0.7511, -1.4898], [-0.9612, 0.8351, -2.0834], [-0.0552, 0.2067, 2.6559], [-1.5225, -0.0858, 1.8310], [-0.2598, -1.2811, 1.5849]], "forces_ev_per_a": [[0.422, -2.560, 3.815], [3.458, -1.071, -0.707], [0.288, 0.615, -0.649], [-0.186, -0.921, -0.052], [-1.510, 1.010, 0.525], [0.513, -0.635, -0.938], [0.924, 0.235, -0.456], [-1.192, 2.705, -1.108], [0.171, -0.321, -0.838], [-2.546, 0.337, -0.320], [-0.342, 0.604, 0.728]], "nbo_charge": [-1.09, -1.16, 1.38, -0.15, -0.54, 0.28, 0.25, 0.24, 0.28, 0.26, 0.27], "total_energy_ha": -964.6772, "orbital_gap_ha": [0.2334, 0.2335], "total_charge": 0, "de_lowest_ev": 2.032}


5.
{"formula": "C2H6IN2O", "method": "wB97M-V/def2-TZVPD", "elements": ["C", "C", "N", "N", "O", "I", "H", "H", "H", "H", "H", "H"], "coordinates": [[1.2236, 0.1544, -0.2747], [-1.0166, 0.3955, -0.4266], [2.3132, -0.6541, -0.4751], [-2.1645, -0.0543, 0.4419], [0.0983, -0.3841, -0.2094], [4.1567, 0.0182, 0.1872], [1.3666, 1.2435, -0.1732], [-0.9509, 1.4338, -0.1736], [2.2451, -1.6740, -0.7400], [-2.9941, 0.6629, 0.0879], [-1.8623, -0.0484, 1.4478], [-2.4151, -1.0935, 0.3079]], "forces_ev_per_a": [[3.201, -1.658, 0.040], [-3.053, 0.417, -1.617], [-0.701, 0.619, 0.055], [-0.668, -0.594, -0.355], [-0.077, -0.390, 0.605], [-0.563, -0.279, -0.342], [-0.073, -0.549, -0.104], [0.967, 0.613, 0.202], [-0.267, 1.717, 0.625], [2.454, -2.660, 1.744], [-1.208, 0.658, -0.458], [-0.014, 2.106, -0.394]], "nbo_charge": [0.50, -0.20, -0.76, -0.75, -0.39, 0.45, 0.21, 0.14, 0.45, 0.50, 0.41, 0.44], "total_energy_ha": -561.8420, "orbital_gap_ha": [0.2487, 0.2487], "total_charge": 1, "de_lowest_ev": 3.796}


6.
{"formula": "C2H6INO3S2", "method": "wB97M-V/def2-TZVPD", "elements": ["C", "C", "N", "O", "O", "O", "S", "S", "I", "H", "H", "H", "H", "H", "H"], "coordinates": [[1.1004, 1.0220, 2.2950], [-1.7467, -1.3590, -1.3409], [-0.3660, 0.4986, 0.0759], [2.0640, 1.4326, -0.2504], [-1.2397, 1.0925, -2.1215], [0.6998, -0.4897, -1.8253], [1.1660, 0.5087, 0.4739], [-0.6054, 0.0241, -1.4396], [1.9379, -1.7294, 0.6059], [1.2690, 2.1074, 2.2641], [0.0544, 1.0387, 2.3833], [1.6635, 0.3597, 2.9782], [-1.1310, -2.2196, -1.2742], [-2.4871, -1.0187, -0.6276], [-2.3791, -1.2678, -2.1968]], "forces_ev_per_a": [[-0.002, 0.372, -1.823], [-0.195, 2.488, -0.294], [-0.248, 0.270, 1.384], [-0.643, -0.585, 0.904], [-0.322, 0.260, -1.115], [0.389, -0.897, -1.261], [-0.634, 6.453, -0.037], [0.159, -0.093, 1.331], [1.842, -5.413, -0.062], [1.066, -0.475, 0.191], [-1.527, -0.786, 0.908], [-0.260, 0.664, -0.493], [-0.185, -1.021, 0.519], [0.355, -0.756, 1.140], [0.205, -0.478, -1.292]], "nbo_charge": [-0.80, -0.88, -1.23, -0.90, -0.92, -0.98, 1.52, 2.31, 0.36, 0.26, 0.25, 0.24, 0.25, 0.26, 0.25], "total_energy_ha": -1454.1223, "orbital_gap_ha": [0.2683, 0.2061], "total_charge": 0, "s2": 2.01, "spin_multiplicity": 3}


7.
{"formula": "C2H6N", "method": "wB97M-V/def2-TZVPD", "elements": ["C", "C", "N", "H", "H", "H", "H", "H", "H"], "coordinates": [[-0.9429, 0.2881, 0.6808], [0.6364, -0.5269, -0.9062], [0.4050, 0.1908, 0.1244], [-1.1180, 1.1581, 1.3102], [-1.2127, -0.5904, 1.2599], [-1.6317, 0.4425, -0.1502], [-0.1551, -0.8687, -1.5601], [1.6634, -0.8307, -1.0783], [1.2299, 0.5031, 0.6301]], "forces_ev_per_a": [[-1.129, 1.162, -0.062], [0.580, 0.149, 0.308], [0.022, -1.083, -0.312], [0.663, 0.066, 0.060], [0.282, -0.198, -0.151], [0.003, -0.390, -0.032], [-0.184, -0.104, 0.208], [0.006, 0.324, -0.420], [-0.241, 0.074, 0.402]], "nbo_charge": [-0.46, 0.15, -0.38, 0.26, 0.26, 0.24, 0.24, 0.24, 0.45], "total_energy_ha": -134.2643, "orbital_gap_ha": 0.4601, "total_charge": 1, "de_lowest_ev": 0.197}


8.
{"formula": "C2H6N2O", "method": "wB97M-V/def2-TZVPD", "elements": ["C", "C", "H", "H", "H", "H", "H", "H", "N", "N", "O"], "coordinates": [[-1.1167, 1.5532, -0.1002], [0.1669, -0.4198, -0.7221], [-0.4887, 1.9756, 0.6412], [-1.8090, 0.7932, 0.4496], [-1.5462, 2.2383, -0.6970], [0.5078, -1.1935, -1.2942], [1.7823, -1.7807, 0.7637], [1.2487, -1.0077, 2.0383], [0.3298, -0.4337, 0.4895], [0.9249, -1.5522, 1.2259], [-0.3474, 0.7595, -1.1220]], "forces_ev_per_a": [[0.913, -5.310, 1.012], [-0.574, 2.753, 1.521], [0.803, 0.370, 0.521], [0.914, 1.634, -1.122], [-1.872, 2.338, -1.729], [0.428, -1.475, -2.695], [0.676, -0.492, -0.534], [-0.257, -0.847, -0.139], [0.856, -1.587, 4.695], [-0.687, 2.033, -0.190], [-1.200, 0.583, -1.337]], "nbo_charge": [-0.23, 0.34, 0.19, 0.20, 0.18, 0.16, 0.33, 0.35, -0.35, -0.65, -0.52], "total_energy_ha": -264.4572, "orbital_gap_ha": 0.3700, "total_charge": 0, "de_lowest_ev": 3.539}


9.
{"formula": "C2H6N2O", "method": "wB97M-V/def2-TZVPD", "elements": ["C", "C", "H", "H", "H", "H", "H", "H", "N", "N", "O"], "coordinates": [[-0.4571, -0.5188, 0.5976], [-0.5536, -0.1274, -0.9431], [0.9468, 1.5958, 2.3574], [1.2372, 1.4581, 0.4981], [-0.9502, -1.3725, 0.6403], [-1.2658, 0.8565, -1.2499], [0.4755, 0.2861, -1.1182], [-0.1430, -1.8634, -1.8344], [1.1964, 0.8842, 1.4547], [0.3618, 0.0236, 1.5128], [-0.8480, -1.2221, -1.9154]], "forces_ev_per_a": [[3.865, 5.459, -1.646], [0.638, 2.453, -0.617], [1.783, -2.059, -3.191], [0.016, -0.801, 2.288], [-2.258, -3.803, 2.054], [1.504, -3.065, 1.054], [-0.697, -0.366, -0.653], [0.293, -0.196, 0.087], [4.032, 10.455, -0.153], [-9.097, -9.952, -1.127], [-0.079, 1.875, 1.904]], "nbo_charge": [-0.08, -0.15, 0.37, 0.30, 0.18, 0.20, 0.15, 0.47, -0.52, -0.20, -0.72], "total_energy_ha": -264.3902, "orbital_gap_ha": 0.3333, "total_charge": 0, "de_lowest_ev": 5.364}


10.
{"formula": "C2H6N2O", "method": "wB97M-V/def2-TZVPD", "elements": ["C", "C", "H", "H", "H", "H", "H", "H", "N", "N", "O"], "coordinates": [[1.3961, -0.4101, -0.0541], [-0.0087, 0.1864, -0.0539], [1.8679, -0.3209, 0.9745], [1.2433, -1.4936, -0.3483], [1.9698, 0.1682, -0.8094], [0.3801, 2.0343, -0.1274], [-1.0333, -1.4810, 0.5157], [-2.0809, 0.8096, 0.2055], [-0.3891, 1.3793, -0.0451], [-1.0214, -0.7253, -0.1891], [-2.3241, -0.1469, -0.0683]], "forces_ev_per_a": [[-0.613, -0.290, 0.321], [0.569, -0.938, -0.028], [-0.520, -0.135, -1.332], [0.748, 1.237, 0.288], [-0.068, -0.690, 0.534], [-0.025, 0.100, 0.254], [0.434, 0.377, -0.689], [-0.366, -1.340, -0.608], [0.451, 1.961, -0.100], [-1.681, -1.357, 1.029], [1.072, 1.075, 0.330]], "nbo_charge": [-0.69, 0.42, 0.24, 0.23, 0.24, 0.36, 0.37, 0.49, -0.75, -0.32, -0.58], "total_energy_ha": -264.4901, "orbital_gap_ha": 0.3732, "total_charge": 0, "de_lowest_ev": 2.645}


11.
{"formula": "C2H6N2O", "method": "wB97M-V/def2-TZVPD", "elements": ["N", "C", "C", "N", "O", "H", "H", "H", "H", "H", "H"], "coordinates": [[0.9185, -1.3192, -0.0697], [0.9753, 0.1253, 0.0521], [-0.2964, 0.9212, -0.2663], [-1.4670, 0.3956, 0.1952], [-0.2360, 2.0004, -0.8169], [0.6017, -1.8081, 0.7534], [0.3729, -1.5998, -0.8718], [1.6866, 0.5171, -0.6768], [1.2919, 0.4296, 1.0478], [-1.4982, -0.4286, 0.7749], [-2.3491, 0.7664, -0.1219]], "forces_ev_per_a": [[0.058, 0.034, 0.106], [-0.261, 0.167, -0.613], [-0.031, 0.167, 0.697], [-0.282, -0.338, -0.048], [-0.077, -0.157, -0.297], [-0.098, 0.068, 0.020], [0.002, -0.119, 0.038], [0.167, 0.018, 0.216], [0.165, -0.100, 0.063], [0.153, 0.056, -0.307], [0.203, 0.202, 0.124]], "nbo_charge": [-0.83, -0.32, 0.65, -0.84, -0.61, 0.36, 0.36, 0.22, 0.22, 0.39, 0.40], "total_energy_ha": -264.5701, "orbital_gap_ha": 0.3673, "total_charge": 0, "de_lowest_ev": 0.468}


12.
{"formula": "C2H6N2O", "method": "wB97M-V/def2-TZVPD", "elements": ["N", "N", "C", "C", "O", "H", "H", "H", "H", "H", "H"], "coordinates": [[1.4652, 0.3850, -0.2633], [-1.1696, -0.8404, -0.5882], [0.3356, 0.9534, 0.0246], [-0.7798, 0.0757, 0.4800], [1.6901, -0.8571, -0.1539], [-0.2936, -0.5298, 1.3141], [2.2589, 0.9855, -0.5385], [-1.8185, -1.5317, -0.2281], [-0.3307, -1.3457, -0.8752], [0.2883, 2.0278, 0.0617], [-1.6459, 0.6772, 0.7667]], "forces_ev_per_a": [[-0.158, 0.683, 0.417], [-0.032, -0.118, -0.416], [0.019, -0.136, 0.104], [0.901, -0.854, 0.401], [0.238, -0.276, -0.347], [-0.884, 0.857, -0.269], [-0.283, -0.219, 0.068], [0.036, 0.078, -0.017], [-0.234, 0.024, 0.082], [0.134, 0.149, -0.338], [0.263, -0.188, 0.314]], "nbo_charge": [-0.03, -0.83, 0.01, -0.29, -0.56, 0.20, 0.36, 0.36, 0.38, 0.20, 0.21], "total_energy_ha": -264.4680, "orbital_gap_ha": 0.3619, "total_charge": 0, "de_lowest_ev": 3.247}